Entry 1:
59
Properties=species:S:1:pos:R:3:forces:R:3:nbo_charge:R:1 method="wB97M-V/def2-TZVPD" s2=3.794 e_homo_ev="-13.84 / -14.16" energy_ha=-2264.5414 total_charge=+2 lumo_ev="-7.82 / -8.20" multiplicity=4 orbital_gap_ev="6.024 / 5.965"
C -1.56408 3.07766 -3.92257 -0.5 -0.7 0.2 -0.1884
C -1.38262 1.78706 -3.40908 0.6 0.2 -0.2 -0.0436
C -0.06701 1.32671 -3.21322 -0.4 1.1 1.0 0.0939
C 1.01215 2.21940 -3.27729 -0.2 0.5 0.0 0.0101
C 0.78680 3.53046 -3.73956 0.4 -0.5 -0.1 -0.1742
C -0.49654 3.93812 -4.09606 0.6 0.0 -0.4 -0.1751
C 2.31924 1.71422 -2.70388 0.7 0.6 -1.8 -0.4667
C 2.51991 0.28819 -3.10621 0.4 -0.7 -0.9 0.0129
C 1.37454 -0.51954 -3.14629 1.3 -0.9 1.3 0.0628
C 1.49166 -1.91216 -3.35902 -0.3 0.2 0.2 0.0455
C 2.72173 -2.45440 -3.72796 -0.3 -0.5 -0.2 -0.2327
C 3.84654 -1.64194 -3.82085 -0.2 0.4 -0.1 -0.1660
C 3.74528 -0.28380 -3.49551 0.1 0.1 -0.5 -0.1797
H -2.56840 3.37868 -4.20904 0.1 0.1 0.2 0.2321
H 1.63662 4.20580 -3.89479 -0.4 -0.3 0.3 0.2407
H -0.63752 4.91282 -4.56535 0.0 -0.2 0.3 0.2474
H 3.16507 2.32948 -3.06486 -0.4 -0.2 0.2 0.2561
H 2.79012 -3.52704 -3.99013 -0.1 0.7 0.3 0.2379
H 4.78784 -2.06611 -4.18168 -0.3 0.3 0.2 0.2476
H 4.62907 0.33954 -3.68291 -0.4 -0.1 0.5 0.2413
N 0.19806 0.06227 -2.61047 -0.6 0.0 -0.3 -0.4770
Tc -0.37029 -0.38420 -0.77650 2.4 1.8 0.7 0.3552
C -2.52025 0.93858 -2.92859 0.2 -0.4 0.1 -0.6943
H -2.56286 -0.02856 -3.43100 -0.1 0.0 -0.1 0.2542
H -3.47313 1.45542 -3.04294 -0.1 -0.1 0.0 0.2653
C 0.30780 -2.78265 -2.98356 0.2 0.3 0.0 -0.7222
H -0.58793 -2.51896 -3.54937 0.0 -0.2 0.0 0.2573
H 0.54473 -3.84628 -3.09516 -0.1 0.1 -0.1 0.2621
P -2.26199 0.62781 -1.11299 -4.2 4.0 -1.1 1.1021
P -0.01907 -2.48835 -1.19170 2.1 -4.6 -1.8 1.0552
C 1.44891 -3.25900 -0.45762 0.0 -0.3 0.4 -0.9376
H 1.50309 -3.04040 0.61321 0.2 -0.2 -0.2 0.2467
H 1.36442 -4.34221 -0.61024 0.2 0.1 0.1 0.2625
H 2.36327 -2.88061 -0.93378 -0.3 0.0 0.0 0.2874
C -1.43975 -3.51717 -0.82591 -0.5 -0.2 0.5 -0.9581
H -1.19884 -4.54498 -1.12935 -0.2 0.2 0.0 0.2799
H -1.65602 -3.49253 0.25245 -0.1 -0.2 -0.4 0.2596
H -2.32348 -3.15069 -1.37011 0.3 -0.3 0.1 0.2585
C -2.57257 2.31377 -0.45449 0.1 0.1 0.2 -0.9356
H -3.43043 2.75738 -0.98632 0.3 -0.2 0.3 0.2660
H -2.78270 2.25516 0.62518 0.0 0.1 -0.4 0.2525
H -1.68050 2.93808 -0.61914 -0.3 -0.2 0.0 0.2700
C -3.70632 -0.31302 -0.55281 0.1 -0.5 0.2 -0.9494
H -3.77543 -0.24494 0.54405 0.0 -0.1 -0.3 0.2635
H -4.61553 0.11472 -1.00118 0.3 -0.2 0.1 0.2817
H -3.59979 -1.36816 -0.84743 -0.3 0.3 0.1 0.2476
H 2.34119 1.80820 -1.63372 -0.2 0.0 0.8 0.2413
H 0.78567 0.53173 -0.25651 0.3 0.6 0.2 0.1484
Cl -3.11804 1.55824 3.63736 0.2 0.1 0.2 0.1081
C -2.12731 0.28070 3.07965 0.5 -0.4 0.1 -0.0707
C -2.21645 -1.00616 3.63717 0.2 0.0 -0.3 -0.1375
C -1.44413 -2.03081 3.07561 0.0 0.0 0.3 -0.2124
C -0.70068 -1.76021 1.93154 -0.9 -0.5 0.9 0.0430
N -0.73619 -0.56316 1.36845 1.2 0.9 -0.4 -0.4863
C -1.24432 0.50020 2.02311 -1.0 -0.6 0.1 0.0262
H -2.85766 -1.16187 4.50793 0.2 -0.1 -0.3 0.2707
H -1.42428 -3.04812 3.48330 -0.1 0.6 0.0 0.2625
H -0.09383 -2.52460 1.45751 -0.4 0.2 0.1 0.2098
H -1.02987 1.49824 1.65105 -0.2 -0.3 -0.1 0.2419

Entry 2:
10
Properties=species:S:1:pos:R:3:forces:R:3:nbo_charge:R:1 method="wB97M-V/def2-TZVPD" e_homo_ev=-4.52 energy_ha=-1005.8897 total_charge=-1 smiles="[O-][P@](O)(=S)CO" lumo_ev=3.69 e_above_lowest_kcal_mol=3.4 orbital_gap_ev=8.205
O 0.80660 1.69826 0.73523 0.2 0.2 -0.6 -1.1442
P 0.85647 0.28534 0.28106 -1.6 0.5 2.0 1.7731
O 1.00800 -0.57058 1.77192 -0.2 1.7 -1.6 -0.9799
S 2.19641 -0.34425 -1.07889 -1.0 0.0 0.5 -0.8019
C -1.04997 -0.17212 -0.16554 2.9 1.5 -1.2 -0.3638
O -1.37585 0.77494 -1.21602 0.7 -0.9 -1.0 -0.7473
H 1.04532 -1.39619 1.34230 0.4 -2.6 0.0 0.4526
H -1.13616 -1.22807 -0.39806 -0.2 -0.2 -0.5 0.1525
H -1.73018 0.12897 0.58479 -0.3 0.0 1.3 0.1850
H -0.62063 0.82370 -1.85679 -0.8 -0.2 0.9 0.4741

Entry 3:
57
Properties=species:S:1:pos:R:3:forces:R:3:nbo_charge:R:1 method="wB97M-V/def2-TZVPD" s2=0.795 e_homo_ev="-20.36 / -20.42" energy_ha=-3833.1074 total_charge=+4 lumo_ev="-13.53 / -16.58" multiplicity=2 orbital_gap_ev="6.830 / 3.844"
Ir 0.09186 0.27960 -0.09746 -0.1 -0.4 1.1 1.2239
C -0.87306 1.36270 2.66795 -0.2 0.1 0.2 -0.2563
C -1.06258 2.46662 1.67887 -0.1 0.4 0.2 -0.2516
N -1.46535 1.86916 0.38203 1.5 -0.5 0.0 -0.5262
C -1.53971 2.85068 -0.72471 -0.7 0.0 -0.2 -0.2772
C -0.17420 3.22385 -1.12683 0.7 0.2 -0.1 0.2024
C 0.18050 4.44665 -1.64954 0.1 0.2 -0.1 -0.2014
C 1.52000 4.67799 -1.94796 0.0 0.0 -0.1 -0.0568
C 2.46717 3.70175 -1.65310 0.1 0.2 0.0 -0.2014
C 2.03515 2.50491 -1.12884 -0.4 0.5 -0.1 0.2018
C 2.91993 1.39806 -0.73186 0.6 -0.4 -0.2 -0.2767
N 2.28555 0.64781 0.37690 -1.5 0.4 0.0 -0.5261
C 2.31764 1.36839 1.67331 0.3 0.3 0.2 -0.2514
C 1.51620 0.59067 2.66623 0.2 0.0 0.2 -0.2563
N 0.12843 0.37964 2.20531 -0.5 -1.6 -0.5 -0.5969
N 0.73660 2.26783 -0.91274 -0.2 -0.5 -1.1 -0.5398
H -1.81433 0.83171 2.81541 0.0 0.0 0.1 0.2303
H -0.58683 1.79052 3.62954 0.0 -0.1 0.1 0.2644
H -0.15792 3.05487 1.53147 0.0 0.0 -0.1 0.2271
H -1.83092 3.14510 2.05852 -0.1 0.1 -0.2 0.2647
H -2.39365 1.46104 0.51238 0.3 -0.1 0.1 0.4144
H -2.11623 3.73021 -0.43398 -0.1 0.0 0.1 0.2677
H -2.05153 2.39686 -1.57714 -0.1 -0.1 0.0 0.2443
H -0.57272 5.20568 -1.82344 0.1 0.0 0.0 0.2747
H 1.82551 5.62023 -2.38648 0.0 0.0 0.0 0.2817
H 3.52270 3.87424 -1.82844 -0.1 0.0 0.0 0.2748
H 3.90571 1.76700 -0.44486 0.0 -0.1 0.1 0.2677
H 3.06121 0.72966 -1.58482 0.0 -0.1 0.0 0.2438
H 2.79661 -0.22818 0.50485 -0.3 0.1 0.1 0.4143
H 1.93343 2.37671 1.52549 0.0 0.0 -0.1 0.2270
H 3.33905 1.46300 2.04959 0.1 0.0 -0.2 0.2647
H 1.53709 1.10771 3.62609 -0.1 -0.1 0.1 0.2646
H 1.96758 -0.39147 2.81469 0.0 0.0 0.1 0.2303
H -0.16584 -0.53115 2.55432 0.1 0.2 0.2 0.4231
Se -2.29092 -7.04723 -0.11682 -0.1 -0.6 0.1 1.2482
N -3.13473 -5.49707 -0.22374 -0.5 0.0 0.0 -0.4551
C -2.23534 -4.54742 -0.30588 0.9 0.5 -0.2 0.0525
C -2.53987 -3.14731 -0.48342 -0.9 -0.7 0.1 0.0422
C -3.84428 -2.65251 -0.67427 -0.3 0.2 0.0 -0.0799
C -4.01328 -1.30665 -0.91474 -0.4 -0.9 0.0 -0.1535
C -2.90397 -0.45963 -0.87171 1.1 -0.2 0.0 0.1275
N -1.66820 -0.90264 -0.62906 -0.3 1.8 0.3 -0.4634
C -1.47167 -2.24279 -0.49577 0.6 0.4 -0.1 0.2516
C -0.13209 -2.67831 -0.50137 -0.3 0.8 -0.1 0.1645
N 0.81394 -1.70949 -0.63773 1.3 1.3 0.3 -0.4469
C 2.07274 -2.07645 -0.88899 -1.0 0.5 0.0 0.1333
C 2.47147 -3.41390 -0.93914 -0.2 -1.0 0.0 -0.1551
C 1.54484 -4.40422 -0.69699 0.4 0.0 0.0 -0.0794
C 0.20046 -4.03810 -0.49508 0.2 -1.2 0.2 0.0416
C -0.86804 -4.99146 -0.31157 -0.4 1.1 -0.3 0.1235
N -0.69870 -6.28863 -0.23428 0.4 -0.5 0.0 -0.4717
H -4.68189 -3.34119 -0.64915 0.0 0.0 -0.1 0.2971
H -4.98736 -0.89346 -1.14089 0.0 0.0 0.0 0.2941
H -3.02760 0.59751 -1.06941 0.0 -0.1 0.0 0.2237
H 2.79343 -1.29369 -1.08850 -0.1 -0.1 0.0 0.2241
H 3.50097 -3.65153 -1.17337 0.0 0.0 0.0 0.2944
H 1.81706 -5.45392 -0.67889 0.0 0.0 -0.1 0.2972

Entry 4:
16
Properties=species:S:1:pos:R:3:forces:R:3:nbo_charge:R:1 method="wB97M-V/def2-TZVPD" e_homo_ev=-10.20 energy_ha=-529.2935 smiles="COC(=O)[C@]1(C(N)=O)C=N1" lumo_ev=0.82 e_above_lowest_kcal_mol=48.5 orbital_gap_ev=11.023
C -2.03325 1.60294 -1.07279 -0.2 0.7 -3.8 -0.2580
O -1.03837 0.58994 -1.08738 -0.3 -0.3 0.1 -0.5092
C -0.34032 0.46744 0.05423 -0.3 -0.1 0.3 0.7873
O -0.39699 1.29284 0.93697 0.2 -0.7 -0.2 -0.5944
C 0.41859 -0.86016 0.02011 -1.3 2.1 -1.5 -0.2321
C 1.59579 -1.01213 0.83488 0.9 -0.2 2.2 0.6334
N 1.56798 -0.44215 2.04673 0.3 0.5 2.0 -0.7946
O 2.61992 -1.56279 0.48226 0.1 -0.5 -1.1 -0.6098
C 0.51473 -1.48600 -1.27329 1.0 -0.7 -1.6 0.1469
N -0.38962 -1.99787 -0.58781 0.7 -0.5 -0.3 -0.2317
H -2.77503 1.48770 -0.36198 -1.5 -1.0 1.6 0.1888
H -2.57022 1.59605 -2.15009 1.6 0.1 2.5 0.1971
H -1.59773 2.54671 -0.80373 0.4 0.6 -0.5 0.1996
H 0.78239 -0.09621 2.60478 0.3 -0.2 -1.1 0.4184
H 2.44832 -0.54567 2.54352 -0.4 0.1 -0.1 0.4003
H 1.19380 -1.58064 -2.18642 -1.5 0.1 1.3 0.2580

Entry 5:
79
Properties=species:S:1:pos:R:3:forces:R:3:mulliken_charge:R:1 method="wB97M-V/def2-TZVPD" s2=8.762 e_homo_ev="-13.43 / -13.45" energy_ha=-4164.7231 total_charge=+2 lumo_ev="-5.08 / -7.49" multiplicity=6 e_above_lowest_kcal_mol=0.9 orbital_gap_ev="8.358 / 5.959"
Fe 0.61309 -0.46516 0.66339 0.0 0.1 0.1 0.2654
N 3.66950 0.38910 3.32959 -0.1 0.0 -0.1 0.0105
C 3.16940 -0.57035 4.20049 -0.1 -0.1 0.0 0.5325
C 3.58866 -1.00332 5.45375 0.0 0.0 0.0 -1.0868
C 2.82782 -1.98976 6.04357 0.0 0.0 0.0 -0.4923
C 1.68965 -2.52578 5.41491 0.0 0.0 0.0 -0.6813
C 1.27993 -2.09383 4.17303 0.1 0.1 0.0 -0.7938
C 2.04450 -1.10113 3.56350 0.0 0.0 0.1 0.5484
N 1.87973 -0.46547 2.33869 0.2 0.1 -0.1 0.0347
C 2.86761 0.40694 2.24766 0.0 0.0 0.2 0.4223
C 2.98088 1.27985 1.08934 0.1 0.1 -0.1 -0.0589
C 3.87979 2.25753 0.80137 -0.1 0.0 0.0 -0.3863
S 3.47814 2.99334 -0.68681 0.0 -0.1 0.0 -0.0822
C 2.14839 1.95185 -0.85038 0.0 0.0 0.1 -0.3052
N 1.99897 1.10632 0.13479 0.0 -0.1 0.0 0.3317
H 4.47333 0.97340 3.49039 0.0 0.0 0.0 0.2416
H 4.45865 -0.59063 5.94310 0.0 0.0 0.0 0.4156
H 3.10948 -2.35944 7.01882 0.0 0.0 0.0 0.4093
H 1.12198 -3.28899 5.92678 0.0 0.0 0.0 0.4283
H 0.39342 -2.48901 3.69797 0.0 0.0 0.0 0.4230
H 4.72666 2.59161 1.37439 0.1 0.0 0.0 0.4399
H 1.47946 1.99519 -1.69526 0.0 0.0 -0.1 0.5236
F -5.91226 2.57768 -7.48447 0.0 0.0 0.0 -0.2853
C -5.11980 2.18055 -6.49546 0.0 0.0 0.0 0.2435
C -4.36848 3.13243 -5.82438 0.0 0.0 0.0 -0.6151
C -3.54523 2.71655 -4.79460 0.0 0.0 0.0 -0.5699
C -3.47016 1.36081 -4.47668 0.1 0.0 0.0 0.2313
C -4.26128 0.42297 -5.13854 0.0 0.0 0.0 -0.2742
C -5.08630 0.83499 -6.17081 0.0 0.0 0.0 -0.6470
Sb -2.17036 0.68931 -2.95214 0.0 0.0 0.1 1.5974
C -2.39839 -1.40030 -2.90612 0.0 0.1 0.0 -0.3344
C -3.13895 -1.98975 -1.88372 0.0 0.0 0.0 -0.6802
C -3.31924 -3.36315 -1.85403 0.0 0.0 0.0 -0.6018
C -2.73903 -4.12396 -2.85225 0.0 0.0 0.0 0.2943
F -2.86678 -5.45445 -2.80256 0.0 0.1 0.0 -0.3883
C -2.02108 -3.56614 -3.89341 0.0 0.0 0.0 -0.7710
C -1.85779 -2.18979 -3.92053 0.0 0.0 0.1 -0.0253
C -0.18568 0.98207 -3.57109 -0.1 0.0 0.0 -0.1940
C 0.20356 2.17989 -4.17130 0.0 -0.1 0.0 -0.4915
C 1.51973 2.36245 -4.56775 0.0 0.0 0.0 -0.8138
C 2.42443 1.33438 -4.35785 0.0 0.0 -0.1 0.2454
F 3.68953 1.50995 -4.73890 0.0 0.0 0.0 -0.3391
C 2.06687 0.13195 -3.77281 0.0 -0.1 0.0 -0.7821
C 0.75003 -0.03227 -3.37173 0.0 0.0 0.0 0.4386
H -4.44457 4.17199 -6.10863 0.0 0.0 0.0 0.4627
H -2.97423 3.45502 -4.24652 0.0 0.0 0.0 0.3685
H -4.22924 -0.62547 -4.87192 0.0 0.0 0.0 0.4156
H -5.69962 0.13562 -6.72058 0.0 0.0 0.0 0.4677
H -3.59272 -1.38720 -1.10643 0.0 0.0 0.0 0.5190
H -3.89611 -3.84468 -1.07715 0.0 0.0 0.0 0.5093
H -1.61182 -4.20091 -4.66756 0.0 0.0 0.0 0.5123
H -1.30588 -1.74489 -4.73890 0.0 0.0 0.0 0.6296
H -0.51091 2.97238 -4.35063 0.0 0.0 0.0 0.2741
H 1.84879 3.27551 -5.04292 0.0 0.0 0.0 0.5140
H 2.79348 -0.66279 -3.65258 0.0 0.0 0.0 0.6386
H 0.45322 -0.96644 -2.91279 0.0 0.0 0.0 0.3289
O 3.80141 -5.04540 -5.45410 0.0 0.0 -0.1 -0.5313
C 4.30802 -5.40091 -4.20789 0.1 0.0 0.1 -0.5171
N 3.31485 -5.22671 -3.14817 0.0 0.0 0.1 -0.1360
C 2.92511 -3.99078 -2.80586 0.0 0.0 0.0 0.3130
O 3.41434 -2.97810 -3.28834 0.0 0.1 0.0 -0.6661
C 1.82040 -3.85336 -1.79221 0.0 0.0 0.0 0.5182
C 0.84942 -4.80492 -1.51710 0.0 0.0 0.0 -0.4015
C -0.16295 -4.50143 -0.61809 0.0 0.1 0.0 -1.0322
C -0.17646 -3.25445 -0.02705 0.0 -0.1 0.0 -0.4886
N 0.76815 -2.33376 -0.28086 -0.1 0.1 0.2 0.2380
C 1.74252 -2.63382 -1.13837 0.1 0.1 -0.1 -0.4232
H 3.88399 -4.09191 -5.55143 0.0 0.1 0.0 0.3554
H 5.18968 -4.81205 -3.94480 0.0 -0.1 0.0 0.3266
H 4.56725 -6.45695 -4.24136 0.0 0.0 0.0 0.3778
H 2.89978 -6.03830 -2.72517 0.0 0.0 0.0 0.2343
H 0.84849 -5.76688 -2.01258 0.0 0.0 0.0 0.4030
H -0.94056 -5.21633 -0.39273 0.0 0.0 0.0 0.5675
H -0.95539 -2.96546 0.66691 0.0 0.0 0.0 0.5713
H 2.49038 -1.87217 -1.33576 0.0 -0.1 0.0 0.6148
O -1.13797 0.46703 -0.56587 0.0 0.0 -0.3 -0.3766
C -1.78399 0.35686 0.51661 -0.2 0.1 0.1 0.1310
O -1.25383 -0.16190 1.52218 0.1 0.0 0.0 -0.5921
H -2.81338 0.73508 0.58719 0.1 -0.1 0.0 0.4955

Entry 6:
14
Properties=species:S:1:pos:R:3:forces:R:3:nbo_charge:R:1 method="wB97M-V/def2-TZVPD" e_homo_ev=-9.02 energy_ha=-307.6393 smiles="C=C(C)O.C=O" lumo_ev=0.79 e_above_lowest_kcal_mol=45.9 orbital_gap_ev=9.813
C 1.09288 0.40999 0.60225 0.0 0.0 -0.1 -0.5717
C 0.18211 0.73672 -0.32462 0.0 0.1 0.3 0.3505
C -0.96963 1.66538 -0.08498 0.0 0.0 0.0 -0.6646
O 0.17269 0.25502 -1.59214 0.1 -0.1 0.0 -0.6871
H 1.04005 0.83432 1.59837 0.0 0.0 -0.2 0.2123
H 1.93405 -0.23782 0.37159 -0.1 0.1 0.0 0.2080
H -0.82590 2.60471 -0.62879 0.0 -0.1 0.0 0.2299
H -1.89247 1.21088 -0.45969 0.1 0.1 0.1 0.2246
H -1.08057 1.88766 0.97904 0.1 0.0 -0.2 0.2199
H 0.70629 -0.55450 -1.63727 -0.1 0.1 -0.1 0.5009
C -0.09199 -2.19737 0.30139 0.2 -0.1 -0.2 0.2943
O 0.46103 -2.45356 -0.74314 -0.2 0.0 0.5 -0.5572
H 0.38575 -2.38566 1.28282 0.0 0.0 -0.2 0.1208
H -1.11429 -1.77577 0.33518 0.1 -0.1 0.0 0.1194